Entry 1:
DFT (the ωB97M-V functional and the def2-TZVPD basis) results for 12 unconnected molecules or ions with the total composition C40H85F12O32S8 at a distorted geometry.

Geometry as XYZ:
```
177
Properties=species:S:1:pos:R:3
C -1.255 -1.121 -0.275
O -0.228 -0.242 -0.864
O -2.427 -0.587 0.159
C -1.487 -2.108 -1.496
F -2.450 -2.949 -1.278
F -1.809 -1.486 -2.656
F -0.410 -2.816 -1.736
C 0.585 0.340 0.107
C 1.546 1.274 -0.562
H 2.177 0.736 -1.281
H 1.103 2.058 -1.192
H 2.245 1.694 0.195
H 1.111 -0.430 0.713
H -0.052 0.867 0.827
H -0.759 -1.688 0.541
O -6.273 -0.121 -3.700
S -5.930 0.092 -2.323
O -6.767 0.872 -1.460
O -5.920 -1.392 -1.763
C -5.864 -1.391 -0.272
C -5.402 -2.733 0.169
C -4.277 0.654 -2.194
H -6.862 -1.125 0.062
H -5.185 -0.620 0.043
H -6.154 -3.488 -0.153
H -5.186 -2.879 1.263
H -4.386 -2.827 -0.254
H -3.674 0.088 -2.938
H -3.894 0.409 -1.206
H -4.257 1.719 -2.445
O -5.435 -6.398 -3.832
S -6.260 -5.254 -3.833
O -7.426 -5.219 -4.698
O -6.850 -5.119 -2.361
C -7.983 -4.131 -2.254
C -8.890 -4.779 -1.245
C -5.251 -3.854 -4.024
H -8.529 -4.113 -3.199
H -7.543 -3.173 -2.053
H -8.351 -5.175 -0.369
H -9.431 -5.611 -1.762
H -9.695 -4.095 -0.965
H -5.690 -2.879 -3.843
H -4.925 -3.859 -5.076
H -4.288 -3.953 -3.460
O 3.796 -3.422 -2.233
S 3.739 -3.784 -0.843
O 3.372 -5.124 -0.512
O 5.113 -3.368 -0.093
C 6.047 -4.472 0.456
C 6.324 -4.129 2.001
C 2.749 -2.616 -0.004
H 6.881 -4.452 -0.227
H 5.470 -5.425 0.371
H 6.886 -4.874 2.548
H 5.301 -3.980 2.495
H 6.738 -3.080 2.034
H 1.687 -2.623 -0.311
H 2.992 -1.643 -0.420
H 2.738 -2.633 1.094
O -4.716 -0.880 5.288
S -4.003 -1.369 4.166
O -2.630 -1.785 4.271
O -4.737 -2.648 3.739
C -6.177 -2.626 3.806
C -6.485 -4.022 3.375
C -4.177 -0.194 2.871
H -6.481 -1.732 3.219
H -6.515 -2.465 4.839
H -7.531 -4.301 3.335
H -5.997 -4.655 4.085
H -6.007 -4.177 2.415
H -3.980 0.785 3.252
H -5.223 -0.178 2.505
H -3.511 -0.513 2.056
O 3.013 0.998 -5.334
S 1.712 1.394 -5.701
O 1.402 1.590 -7.087
O 0.652 0.317 -5.159
C 1.079 -0.713 -4.138
C 1.075 -2.066 -4.885
C 1.257 2.771 -4.760
H 0.420 -0.623 -3.236
H 2.092 -0.451 -3.800
H 0.244 -2.124 -5.640
H 0.972 -2.874 -4.148
H 2.027 -2.139 -5.430
H 2.016 3.533 -4.984
H 1.266 2.422 -3.747
H 0.273 3.168 -4.975
O 8.447 -2.453 -0.425
S 8.668 -1.057 -0.138
O 9.944 -0.607 0.272
O 8.300 -0.028 -1.422
C 7.347 -0.536 -2.518
C 5.839 -0.659 -2.163
C 7.415 -0.531 1.026
H 7.747 -1.469 -2.829
H 7.549 0.132 -3.338
H 5.756 -1.398 -1.376
H 5.308 -1.131 -2.995
H 5.377 0.273 -1.820
H 7.697 -0.842 2.037
H 6.454 -0.927 0.723
H 7.460 0.573 1.005
O -3.166 4.036 -2.474
S -1.906 3.870 -1.845
O -0.728 3.976 -2.612
O -1.670 5.030 -0.709
C -2.892 5.633 -0.138
C -3.438 6.768 -1.017
C -1.928 2.467 -0.803
H -2.657 5.855 0.892
H -3.729 4.888 -0.098
H -2.684 7.309 -1.575
H -4.111 7.403 -0.476
H -3.937 6.228 -1.803
H -0.946 2.410 -0.279
H -1.927 1.498 -1.301
H -2.775 2.495 -0.106
O -0.588 7.118 3.417
S 0.015 7.644 2.252
O 1.160 8.485 2.321
O 0.302 6.431 1.277
C 1.331 6.562 0.199
C 1.671 5.095 -0.072
C -1.190 8.548 1.313
H 2.145 7.165 0.594
H 0.747 7.035 -0.586
H 0.796 4.620 -0.533
H 2.114 4.607 0.793
H 2.425 5.067 -0.888
H -2.155 8.052 1.389
H -0.865 8.848 0.315
H -1.227 9.503 1.825
C 8.372 6.553 1.639
C 8.207 5.240 0.934
O 6.860 4.792 0.935
C 6.618 3.541 0.895
O 7.482 2.670 0.862
C 5.125 3.194 0.931
F 4.667 3.136 -0.354
F 4.954 2.068 1.627
F 4.435 4.130 1.543
H 7.594 7.212 1.236
H 9.363 6.999 1.511
H 8.049 6.428 2.676
H 8.845 4.420 1.305
H 8.478 5.289 -0.139
C 0.141 -1.191 3.315
C 0.148 -0.172 4.433
O 0.317 1.121 3.848
C -0.727 1.860 3.619
O -1.868 1.537 3.829
C -0.454 3.224 2.976
F -1.600 3.692 2.421
F -0.084 4.052 3.955
F 0.468 3.185 2.065
H 1.100 -1.164 2.806
H -0.621 -1.051 2.551
H 0.043 -2.197 3.727
H 1.001 -0.259 5.108
H -0.776 -0.137 5.003
C -1.696 -4.158 2.348
C -0.422 -4.447 1.586
O 0.184 -5.631 2.118
C 1.487 -5.591 2.357
O 2.227 -4.602 2.330
C 1.954 -6.921 2.778
F 1.691 -7.766 1.795
F 3.317 -6.977 2.980
F 1.360 -7.297 3.900
H -2.167 -3.229 2.035
H -1.567 -4.153 3.425
H -2.315 -4.948 1.971
H 0.406 -3.752 1.660
H -0.560 -4.682 0.540
```

Output
Net charge ... -1
Total energy ... -227668.770 eV


Entry 2:
DFT (the ωB97M-V functional and the def2-TZVPD basis) results for 5 unconnected molecules or ions with the total composition C40H86BrFN3O2 at a distorted geometry.

Geometry as XYZ:
```
133
Properties=species:S:1:pos:R:3
C 2.709 -3.872 1.453
C 3.488 -2.988 2.521
O 3.881 -3.576 3.563
O 3.739 -1.594 2.426
C 4.869 -1.295 1.557
C 4.595 -0.137 0.486
C 3.574 1.000 0.971
C 2.081 0.454 0.733
C 1.109 1.461 -0.044
C 0.659 2.754 0.788
C 0.167 2.464 2.291
C -1.420 2.829 2.441
C -2.218 1.477 2.132
N -3.221 1.852 1.068
C -4.324 0.885 1.246
N -4.948 0.212 0.277
C -6.040 -0.778 0.491
C -7.511 -0.144 0.192
C -8.590 -1.282 0.553
F -8.840 -1.272 1.970
N -4.567 0.775 2.689
C -3.153 0.810 3.241
Br -2.983 1.319 5.145
H 2.440 -3.328 0.488
H 3.352 -4.800 1.217
H 1.724 -4.300 1.873
H 5.092 -2.252 0.947
H 5.778 -1.087 2.230
H 5.602 0.375 0.275
H 4.256 -0.635 -0.489
H 3.771 1.337 2.057
H 3.743 1.925 0.312
H 2.175 -0.483 0.063
H 1.690 0.079 1.735
H 0.236 0.839 -0.463
H 1.692 1.832 -0.970
H -0.252 3.199 0.230
H 1.444 3.590 0.795
H 0.822 3.098 2.985
H 0.261 1.381 2.629
H -1.697 3.702 1.745
H -1.539 3.211 3.518
H -1.579 0.583 1.775
H -2.715 1.741 0.173
H -4.648 0.382 -0.699
H -5.912 -1.625 -0.283
H -6.023 -1.290 1.512
H -7.593 0.099 -0.920
H -7.644 0.794 0.838
H -8.146 -2.275 0.180
H -9.579 -1.090 0.009
H -5.019 -0.115 2.936
H -2.899 -0.317 3.259
C 2.131 -7.640 9.111
C 0.938 -7.068 8.355
C 0.984 -7.351 6.854
C 2.175 -6.735 6.112
C 2.304 -5.216 6.234
C 1.120 -4.463 5.645
H 3.071 -7.198 8.775
H 2.033 -7.436 10.181
H 2.191 -8.723 8.978
H 0.868 -5.991 8.542
H 0.023 -7.509 8.765
H 0.050 -7.000 6.401
H 1.003 -8.436 6.698
H 2.095 -7.001 5.051
H 3.103 -7.196 6.464
H 3.212 -4.902 5.711
H 2.438 -4.926 7.282
H 0.998 -4.701 4.583
H 1.277 -3.385 5.732
H 0.187 -4.704 6.162
C -8.751 6.063 1.640
C -7.916 6.449 2.854
C -6.446 6.703 2.519
C -5.688 5.494 1.963
C -5.682 4.258 2.865
C -4.997 4.494 4.204
H -8.405 5.130 1.191
H -9.796 5.923 1.929
H -8.714 6.847 0.878
H -8.006 5.674 3.622
H -8.336 7.361 3.290
H -5.939 7.071 3.417
H -6.384 7.516 1.786
H -4.652 5.797 1.768
H -6.104 5.216 0.989
H -5.159 3.450 2.343
H -6.704 3.903 3.034
H -3.957 4.802 4.059
H -4.996 3.574 4.794
H -5.507 5.261 4.791
C 1.819 1.518 -4.480
C 1.262 0.139 -4.151
C 2.191 -0.689 -3.262
C 3.556 -1.018 -3.876
C 3.508 -1.770 -5.207
C 2.850 -3.139 -5.101
H 2.753 1.453 -5.042
H 1.104 2.077 -5.090
H 2.004 2.091 -3.567
H 1.038 -0.397 -5.078
H 0.304 0.265 -3.632
H 1.679 -1.618 -2.988
H 2.356 -0.149 -2.322
H 4.124 -1.615 -3.151
H 4.128 -0.095 -4.014
H 4.533 -1.902 -5.568
H 2.990 -1.173 -5.966
H 3.383 -3.771 -4.383
H 2.869 -3.642 -6.070
H 1.806 -3.065 -4.788
C 5.974 3.545 -8.644
C 4.633 2.876 -8.375
C 4.762 1.539 -7.643
C 5.529 0.453 -8.402
C 4.964 0.098 -9.778
C 3.552 -0.468 -9.720
H 6.607 2.935 -9.292
H 5.823 4.507 -9.141
H 6.512 3.728 -7.710
H 4.091 2.747 -9.317
H 4.024 3.551 -7.762
H 3.759 1.175 -7.397
H 5.263 1.708 -6.682
H 5.549 -0.452 -7.782
H 6.574 0.756 -8.519
H 5.620 -0.645 -10.242
H 4.981 0.974 -10.436
H 3.522 -1.374 -9.107
H 3.209 -0.731 -10.724
H 2.842 0.252 -9.307
```

Output
Net charge ... +1
Total energy ... -124191.097 eV